(1)
Molecular formula: C9H7N7NiS2Se
Method: DFT, ωB97M-V/def2-TZVPD

Results
Energy relative to the best compared isomer or geometry (same formula, charge and spin) (eV): 0.0544
Gap between HOMO and LUMO (spin up / spin down) (Ha): 0.14357 / 0.14338
HOMO (spin up / spin down) (eV): -7.04 / -7.04
E (hartree): -5436.4820
Multiplicity: 3

Atoms and positions in Å:
S -1.951 2.151 -0.436
N -0.181 2.006 4.411
S -1.182 -0.188 1.803
C -1.523 2.456 1.175
N -1.033 4.855 2.018
H -2.213 -2.989 -0.611
Se 0.488 -3.369 -1.529
C -0.633 1.790 3.345
H -3.595 -0.561 -0.810
N 2.239 -3.004 -1.353
H 4.191 1.133 -0.474
C 2.074 1.051 -0.535
N -0.001 -1.684 -1.316
C 3.361 0.462 -0.576
H -2.490 -2.043 0.683
N -2.773 -1.108 -1.051
H -2.857 -1.431 -2.030
H 1.970 2.106 -0.354
Ni -1.045 0.043 -0.661
N -2.890 -2.318 -0.215
C 2.372 -1.683 -1.159
H 4.477 -1.395 -1.043
C 3.516 -0.886 -0.910
N 0.966 0.332 -0.899
C -1.239 3.777 1.586
C -1.178 1.465 2.079
C 1.131 -0.969 -1.140

(2)
Molecular formula: C9H7NO
Method: DFT, ωB97M-V/def2-TZVPD

Results
Energy relative to the best compared isomer or geometry (same formula, charge and spin) (eV): 4.4072
Gap between HOMO and LUMO (Ha): 0.32881
HOMO (eV): -8.24
E (hartree): -476.9974

Atoms and positions in Å:
C 1.808 -0.778 0.471
C -1.287 1.021 -0.441
H 2.259 2.418 -0.285
C -2.440 0.666 -0.191
O 2.526 1.335 -1.942
H -3.280 1.650 -0.748
H -1.082 1.898 -0.853
C -0.106 0.260 -0.056
H -3.922 -0.912 0.547
H 0.840 -2.501 1.494
C 1.296 0.388 -0.114
H 2.792 -1.200 0.782
C -0.410 -0.980 0.682
H -1.789 -2.143 1.529
C -1.738 -1.340 0.984
N 0.712 -1.525 1.008
C -2.759 -0.501 0.568
C 2.136 1.396 -0.901

(3)
Molecular formula: C9H7NO3
Method: DFT, ωB97M-V/def2-TZVPD

Results
Energy relative to the best compared isomer or geometry (same formula, charge and spin) (eV): 6.3404
Gap between HOMO and LUMO (Ha): 0.31908
HOMO (eV): -9.50
E (hartree): -627.4103

Atoms and positions in Å:
C -2.064 1.123 -1.466
O 2.344 -2.357 -0.925
C -0.464 -0.087 2.311
H -0.769 0.186 3.415
H 0.276 -1.852 3.198
C 0.826 -0.812 0.039
C -0.496 0.797 1.184
C 0.389 1.326 -1.202
H -0.707 1.889 -3.049
H 1.469 -2.568 1.241
N 1.670 -1.430 -1.100
O 1.625 -0.701 -2.135
C 0.899 -1.740 1.155
H -0.789 1.832 1.103
H -1.991 0.675 -0.415
C 0.276 0.461 0.006
H 1.225 1.616 -1.834
C -0.752 1.558 -1.945
O -3.253 1.309 -1.962
C 0.286 -1.224 2.381

(4)
Molecular formula: C9H7NO4
Method: DFT, ωB97M-V/def2-TZVPD

Results
Energy relative to the best compared isomer or geometry (same formula, charge and spin) (eV): 2.7513
Gap between HOMO and LUMO (Ha): 0.33378
HOMO (eV): -8.92
E (hartree): -702.7547

Atoms and positions in Å:
C 0.140 -0.252 -0.474
O 0.419 3.053 -3.076
C 1.463 -0.538 -0.094
C -1.464 0.471 -2.197
C 1.375 2.617 -2.629
N 2.605 -0.543 0.137
H -1.671 0.684 -3.372
C -0.899 -0.111 0.451
C -2.415 0.691 -1.209
C -0.168 -0.018 -1.823
H -3.381 1.173 -1.510
H -2.832 0.672 0.895
O 3.698 -0.799 0.490
H 1.587 -2.869 4.895
H -0.694 -0.267 1.569
O 2.318 2.200 -2.099
C -2.064 0.494 0.139
H 0.898 -1.423 3.781
O -0.316 -2.870 4.338
C 0.757 -2.338 4.346
H 0.646 -0.027 -2.557

(5)
Molecular formula: C9H8
Method: DFT, ωB97M-V/def2-TZVPD

Results
Energy relative to the best compared isomer or geometry (same formula, charge and spin) (eV): 3.4311
Gap between HOMO and LUMO (Ha): 0.32653
HOMO (eV): -8.42
E (hartree): -347.5735

Atoms and positions in Å:
C 0.521 -1.179 -0.152
H 2.696 0.667 1.509
H -1.532 2.401 0.385
C -1.681 -1.909 -0.811
H -2.745 -1.794 -0.926
C 2.077 -0.199 1.680
H -2.497 0.244 0.535
C 0.232 1.905 -0.617
C 1.288 -0.655 0.761
H 2.024 2.697 -1.723
C -0.969 1.550 0.019
C -0.911 -0.933 -0.314
H -1.270 -2.855 -1.118
H 2.153 -0.659 2.652
H 0.931 -1.949 -0.796
C 1.183 2.341 -1.209
C -1.500 0.326 0.125

(6)
Molecular formula: C9H8AuBrN2
Method: DFT, ωB97M-V/def2-TZVPD

Results
Energy relative to the best compared isomer or geometry (same formula, charge and spin) (eV): 0.0024
Gap between HOMO and LUMO (Ha): 0.28368
HOMO (eV): -8.36
E (hartree): -3167.0367

Atoms and positions in Å:
H 1.611 1.798 2.317
H -0.088 3.464 1.617
C 0.940 -2.149 -0.267
H 2.616 -0.373 2.051
H -2.378 1.529 -1.847
Au -1.487 -2.311 -1.743
C 1.893 -0.641 1.291
C 0.884 1.574 1.549
H -1.672 2.930 -0.179
C 1.931 -1.854 0.680
N -0.012 -1.306 -0.620
C -0.034 -0.042 -0.069
H 0.914 -3.121 -0.739
Br -3.066 -3.532 -3.035
C -0.958 2.178 0.136
H -1.751 -0.012 -2.157
N -1.901 0.722 -1.484
C -0.977 0.952 -0.501
C 0.907 0.305 0.931
H 2.679 -2.596 0.915
C -0.050 2.486 1.156